Here is a cluster of 2 separate species, C5H13NO3 in total in a non-equilibrium geometry from the OMol25 dataset. Energies are from ωB97M-V/def2-TZVPD.

Output
strongest force on any atom = 3.13 eV/A
structure (SMILES) = C[C@@H](N)O.COC(C)=O
E_HOMO = -8.94 eV
total charge = 0

Structure (XYZ):
```
22
Properties=species:S:1:pos:R:3:forces:R:3
C 0.585 1.918 1.004 0.1 -0.1 -0.2
C 0.828 1.491 -0.439 -3.1 0.1 -0.2
N 1.710 2.399 -1.094 0.5 -0.2 0.0
O 1.374 0.225 -0.524 0.5 -1.0 0.4
H -0.131 1.249 1.477 -0.1 0.0 0.1
H 1.527 1.888 1.547 0.1 0.0 0.0
H 0.195 2.932 1.033 -0.1 0.1 0.0
H -0.297 1.398 -0.934 2.5 0.7 0.6
H 1.266 3.247 -1.404 0.0 0.0 -0.2
H 2.238 1.934 -1.823 -0.2 0.2 -0.1
H 0.912 -0.369 0.108 0.3 0.6 -0.6
C 0.415 -2.822 0.654 0.0 -0.3 -0.2
O -0.401 -1.651 0.646 -0.8 -0.1 0.2
C -1.392 -1.621 -0.314 1.7 0.1 -0.7
C -2.195 -0.377 -0.204 0.3 1.6 -0.6
O -1.414 -2.411 -1.219 -0.5 -0.1 0.6
H -0.196 -3.710 0.842 0.1 0.1 0.0
H 1.137 -2.687 1.456 0.0 0.0 -0.1
H 0.915 -2.935 -0.309 0.0 0.0 0.1
H -2.112 0.059 0.785 0.0 -0.1 0.2
H -1.715 0.447 -0.906 -1.4 -2.0 1.1
H -3.249 -0.603 -0.384 0.2 0.3 -0.4
```
Forces are in eV/Å.

Here is a structure of composition C22H24FN3O3 from the OMol25 dataset. Energies are from ωB97M-V/def2-TZVPD.

Output
strongest force on any atom = 0.36 eV/A
E_HOMO = -8.45 eV
total charge = 0

Structure (XYZ):
```
53
Properties=species:S:1:pos:R:3:forces:R:3
O -2.804 -0.830 0.707 0.0 0.0 0.0
C -2.788 -0.820 -0.515 0.0 0.0 0.0
C -2.730 0.413 -1.326 0.0 0.0 0.0
C -2.357 1.589 -0.822 0.0 0.0 0.0
C -2.202 2.849 -1.642 0.0 0.0 0.0
C -2.192 3.976 -0.603 0.0 0.0 0.0
C -1.465 3.336 0.581 0.0 0.0 0.0
C -2.015 1.905 0.615 0.0 0.0 0.0
N -2.796 -1.987 -1.242 0.0 0.0 0.0
C -2.390 -3.214 -0.579 0.0 0.0 0.0
C -0.892 -3.280 -0.504 0.0 0.0 0.0
C -0.041 -4.235 0.350 0.0 0.0 0.0
C 1.058 -3.211 -0.057 0.1 0.2 -0.1
N 2.338 -3.150 0.621 0.0 -0.2 0.2
C 2.582 -2.191 1.593 -0.4 0.1 0.0
O 2.867 -2.475 2.741 0.3 0.0 -0.1
C 2.497 -0.785 1.165 0.0 0.0 0.0
C 2.529 -0.205 -0.072 0.0 0.0 0.0
C 2.454 1.203 0.146 0.0 0.0 0.0
C 2.451 2.328 -0.682 0.0 0.0 0.0
F 2.502 2.143 -2.016 0.0 0.0 0.0
C 2.403 3.593 -0.166 0.0 0.0 0.0
C 2.347 3.767 1.231 0.0 0.0 0.0
C 2.334 2.699 2.098 0.0 0.0 0.0
C 2.392 1.417 1.538 0.0 0.0 0.0
N 2.415 0.188 2.133 0.0 0.0 0.0
C 1.073 -3.416 -1.572 0.0 0.0 0.0
O -0.339 -3.464 -1.831 0.0 0.0 0.0
C -0.040 -2.128 0.058 0.0 0.0 0.0
H -2.944 0.328 -2.387 0.0 0.0 0.0
H -1.230 2.816 -2.147 0.0 0.0 0.0
H -2.968 2.946 -2.411 0.0 0.0 0.0
H -1.714 4.885 -0.966 0.0 0.0 0.0
H -3.218 4.228 -0.319 0.0 0.0 0.0
H -0.389 3.320 0.386 0.0 0.0 0.0
H -1.620 3.866 1.521 0.0 0.0 0.0
H -2.931 1.848 1.209 0.0 0.0 0.0
H -1.336 1.171 1.050 0.0 0.0 0.0
H -2.532 -1.911 -2.212 0.0 0.0 0.0
H -2.813 -3.212 0.423 0.0 0.0 0.0
H -2.776 -4.074 -1.127 0.0 0.0 0.0
H -0.275 -4.182 1.412 0.0 0.0 0.0
H 0.064 -5.262 0.001 0.0 0.0 0.0
H 2.591 -4.055 1.000 0.0 0.0 0.0
H 2.613 -0.718 -1.014 0.0 0.0 0.0
H 2.409 4.443 -0.835 0.0 0.0 0.0
H 2.309 4.773 1.628 0.0 0.0 0.0
H 2.288 2.845 3.169 0.0 0.0 0.0
H 2.446 -0.019 3.117 0.0 0.0 0.0
H 1.536 -2.584 -2.106 0.0 0.0 0.0
H 1.549 -4.353 -1.872 0.0 0.0 0.0
H 0.049 -1.232 -0.555 0.0 0.0 0.0
H -0.299 -1.881 1.086 0.0 0.0 0.0
```
Forces are in eV/Å.

Here is a cluster of 2 separate species, C5H11NO in total in a non-equilibrium geometry from the OMol25 dataset. Energies are from ωB97M-V/def2-TZVPD.

Output
strongest force on any atom = 1.34 eV/A
multiplicity = 2
expectation value of S² = 0.766
E_HOMO (alpha / beta) = -14.85 / -14.86 eV
total charge = +1

Structure (XYZ):
```
18
Properties=species:S:1:pos:R:3:forces:R:3
C -0.348 -1.994 -0.731 -0.3 -0.6 -0.1
C 0.291 -0.651 -1.054 0.1 -0.6 -0.4
C -0.188 0.512 -0.279 0.0 0.5 -0.2
C -1.529 0.877 -0.278 -0.3 -0.3 0.5
C 1.558 2.081 -0.280 -0.5 1.0 0.8
N 0.723 1.306 0.262 0.5 -0.2 -1.1
H 0.185 -2.750 -1.314 -0.2 0.1 0.0
H -0.243 -2.287 0.311 0.1 0.3 0.1
H -1.416 -2.062 -0.982 0.3 0.2 0.0
H 0.098 -0.404 -2.106 -0.3 0.1 -0.1
H 1.367 -0.741 -1.028 0.3 0.1 0.4
H -2.219 0.241 -0.812 -0.2 0.1 -0.1
H -1.892 1.743 0.247 0.0 0.1 0.1
H 2.404 2.465 0.260 0.3 0.0 0.4
H 1.316 2.574 -1.223 0.2 -0.5 -0.3
H 0.043 0.251 2.450 0.2 -0.2 0.4
H -0.418 -0.609 3.617 0.2 -0.1 0.0
O 0.270 -0.552 2.940 -0.4 0.3 -0.3
```
Forces are in eV/Å.

Here is a cluster of 2 separate species, C5H11NO in total in a non-equilibrium geometry from the OMol25 dataset. Energies are from ωB97M-V/def2-TZVPD.

Output
strongest force on any atom = 4.13 eV/A
E_HOMO = -8.25 eV
total charge = 0

Structure (XYZ):
```
18
Properties=species:S:1:pos:R:3:forces:R:3
C -2.210 0.090 -0.365 1.6 0.5 -0.1
C 0.724 1.006 0.703 -0.7 3.2 1.0
C 1.688 -1.126 0.730 0.3 0.3 0.9
C 1.713 0.070 -1.542 -2.4 1.1 2.9
C 1.473 -0.064 -0.051 -1.5 -0.2 1.7
N -3.409 0.370 0.086 2.0 -1.1 -1.2
O -1.841 -1.174 -0.027 -1.4 0.0 0.6
H -0.341 1.248 0.406 1.3 -0.5 -0.7
H 0.509 0.770 1.800 1.0 0.1 -1.3
H 1.253 2.055 0.642 -0.8 -1.9 0.2
H -0.903 -1.246 0.185 0.3 0.3 -0.7
H 2.112 -2.030 0.437 0.9 -1.4 -1.1
H 1.571 -1.149 1.835 -0.4 0.5 -0.9
H 0.725 -0.058 -1.988 0.2 0.8 -0.5
H 2.296 -0.695 -1.803 2.3 -3.1 -1.4
H 2.283 0.960 -1.652 -0.1 1.1 -0.8
H -3.739 1.270 0.047 -0.9 2.2 -0.4
H -3.902 -0.299 0.560 -1.8 -2.0 1.7
```
Forces are in eV/Å.

Respective energy relative to the best compared isomer or geometry (same formula, charge and spin) values: 30.49 48.41 49.25 87.99 kcal/mol.